{"formula": "H16O28Pb2S5Zn2", "method": "wB97M-V/def2-TZVPD", "homo_ev": -1.83, "homo_lumo_gap_ev": 4.63, "charge": -2, "e_lumo_ev": 2.80, "e_above_lowest_kj_mol": 238.0, "elements": ["Zn", "Zn", "Pb", "Pb", "S", "O", "O", "O", "O", "S", "O", "O", "O", "O", "S", "O", "O", "O", "O", "S", "O", "O", "O", "O", "S", "O", "O", "O", "O", "O", "H", "H", "O", "H", "H", "O", "H", "H", "O", "H", "H", "O", "H", "H", "O", "H", "H", "O", "H", "H", "O", "H", "H"], "xyz": [[-11.835, 19.237, -15.847], [-16.265, 19.232, -16.281], [-12.588, 16.086, -14.092], [-12.292, 21.093, -11.417], [-14.335, 19.356, -13.767], [-15.698, 19.398, -14.361], [-13.988, 17.964, -13.498], [-13.416, 19.892, -14.728], [-14.266, 20.095, -12.478], [-13.799, 20.888, -17.854], [-12.512, 20.270, -17.424], [-13.777, 22.288, -17.540], [-13.961, 20.640, -19.301], [-14.948, 20.302, -17.147], [-13.987, 16.814, -16.740], [-13.670, 16.476, -18.109], [-15.166, 17.677, -16.755], [-14.190, 15.602, -15.909], [-12.835, 17.575, -16.132], [-10.557, 18.197, -12.966], [-10.712, 16.808, -12.548], [-9.169, 18.626, -12.887], [-11.078, 18.268, -14.344], [-11.388, 19.063, -12.096], [-10.848, 22.202, -14.597], [-11.077, 22.208, -13.117], [-9.477, 22.697, -14.778], [-10.947, 20.815, -15.131], [-11.820, 23.064, -15.235], [-16.499, 16.676, -13.424], [-15.776, 17.326, -13.537], [-16.469, 16.430, -12.496], [-17.550, 20.819, -16.034], [-17.514, 21.736, -15.741], [-18.457, 20.683, -16.330], [-14.903, 22.598, -14.595], [-15.723, 22.326, -14.164], [-14.450, 21.754, -14.805], [-17.106, 20.966, -11.444], [-16.881, 21.161, -10.538], [-16.244, 20.878, -11.900], [-13.424, 17.936, -10.696], [-14.071, 18.162, -11.368], [-12.568, 18.189, -11.093], [-14.170, 21.129, -9.642], [-13.672, 21.147, -8.814], [-15.087, 21.236, -9.373], [-17.733, 17.953, -15.573], [-17.546, 17.421, -14.765], [-18.604, 17.671, -15.864], [-18.376, 19.166, -13.030], [-17.685, 19.103, -13.711], [-18.002, 19.754, -12.358]], "lowdin_charge": [0.673, 0.698, 1.705, 1.664, 0.333, -0.340, -0.478, -0.294, -0.456, 0.263, -0.365, -0.329, -0.393, -0.402, 0.284, -0.296, -0.335, -0.493, -0.471, 0.252, -0.473, -0.289, -0.436, -0.541, 0.264, -0.565, -0.376, -0.388, -0.325, -0.052, 0.005, 0.060, 0.002, 0.096, 0.082, -0.049, 0.004, 0.006, -0.037, 0.028, 0.039, -0.100, -0.015, -0.028, -0.188, 0.046, 0.043, -0.035, 0.050, 0.092, -0.088, -0.027, -0.021]}

=====

{"formula": "H16O7S", "method": "wB97M-V/def2-TZVPD", "homo_ev": -9.55, "homo_lumo_gap_ev": 9.74, "smiles": "O.O.O.O.O.O.O.S", "charge": 0, "e_lumo_ev": 0.19, "e_above_lowest_kj_mol": 73.5, "elements": ["O", "H", "H", "O", "H", "H", "O", "H", "H", "O", "H", "H", "O", "H", "H", "O", "H", "H", "O", "H", "H", "S", "H", "H"], "xyz": [[0.690, -1.278, -1.051], [0.777, -2.160, -0.688], [1.114, -0.733, -0.362], [-2.275, -2.069, -0.725], [-2.220, -3.021, -0.701], [-1.524, -1.755, -0.202], [-0.235, 2.135, 1.382], [-0.670, 2.995, 1.338], [-0.736, 1.604, 0.695], [-1.110, -0.096, 3.690], [-0.141, -0.168, 3.742], [-1.330, 0.805, 3.444], [0.741, -2.719, 1.514], [0.558, -1.793, 1.721], [1.003, -3.154, 2.334], [-1.197, 0.782, -0.803], [-0.600, 0.079, -1.076], [-2.006, 0.720, -1.341], [1.317, 0.008, 1.831], [1.019, 0.910, 1.718], [2.282, -0.058, 1.893], [1.112, 1.783, -3.369], [0.215, 2.089, -2.433], [1.220, 0.558, -2.800]], "lowdin_charge": [-0.065, 0.037, 0.039, -0.054, 0.033, 0.006, -0.084, 0.061, 0.031, -0.067, 0.023, 0.017, -0.063, -0.004, 0.050, -0.069, -0.010, 0.087, -0.058, -0.001, 0.080, 0.496, -0.251, -0.232]}

=====

{"formula": "H16O8", "method": "wB97M-V/def2-TZVPD", "homo_ev": [0.33, -7.68], "homo_lumo_gap_ev": [2.42, 10.60], "charge": -1, "multiplicity": 2, "e_lumo_ev": [2.74, 2.92], "e_above_lowest_kj_mol": 52.2, "elements": ["O", "H", "H", "O", "H", "H", "O", "H", "H", "O", "H", "H", "O", "H", "H", "O", "H", "H", "O", "H", "H", "O", "H", "H"], "xyz": [[0.454, 1.796, 1.984], [0.254, 1.402, 2.833], [1.391, 1.644, 1.864], [-1.034, -2.124, -2.480], [-1.570, -1.721, -1.796], [-1.295, -3.045, -2.478], [-0.210, -0.757, 0.223], [-1.144, -0.742, 0.432], [0.018, 0.161, 0.075], [1.877, 1.551, -2.143], [1.268, 1.649, -1.411], [1.392, 1.871, -2.903], [3.103, 0.835, 1.067], [3.281, 1.257, 1.907], [2.729, -0.015, 1.299], [-3.145, -0.835, -0.343], [-3.546, -0.097, 0.116], [-3.858, -1.466, -0.450], [-0.363, 2.645, -0.516], [-0.342, 2.477, 0.426], [0.343, 3.274, -0.664], [0.345, -3.574, 1.059], [0.610, -2.659, 1.156], [-0.558, -3.529, 0.743]], "mulliken_spin": [-0.446, -0.051, 0.277, 0.118, -0.017, -0.013, 0.137, 0.026, -0.014, 0.102, -0.009, -0.026, 0.562, -0.109, -0.057, 0.267, -0.085, -0.071, 0.425, -0.017, -0.030, 0.103, -0.046, -0.023]}

=====

{"formula": "H16O8", "method": "wB97M-V/def2-TZVPD", "homo_ev": -9.74, "homo_lumo_gap_ev": 9.25, "smiles": "O.O.O.O.O.O.O.O", "charge": 0, "e_lumo_ev": -0.49, "e_above_lowest_kj_mol": 318.2, "elements": ["O", "H", "H", "O", "H", "H", "O", "H", "H", "O", "H", "H", "O", "H", "H", "O", "H", "H", "O", "H", "H", "O", "H", "H"], "xyz": [[-2.843, 0.652, 1.922], [-3.474, 0.834, 2.658], [-2.976, -0.158, 1.332], [1.005, 1.771, -0.676], [0.314, 2.110, -1.370], [0.913, 2.409, 0.049], [-0.107, -0.457, 0.564], [0.296, 0.231, -0.058], [-1.101, -0.545, 0.235], [3.097, 0.981, -2.431], [2.402, 1.260, -1.764], [3.528, 1.863, -2.550], [1.485, -1.884, -1.884], [0.700, -1.562, -2.381], [1.850, -2.711, -2.300], [0.177, 1.768, 2.401], [-0.473, 2.467, 2.456], [-0.132, 0.997, 1.822], [0.863, -2.466, 2.012], [1.757, -2.306, 1.651], [0.267, -1.880, 1.418], [-2.482, -1.008, -0.595], [-2.155, -0.578, -1.376], [-2.907, -1.784, -1.123]], "lowdin_charge": [-0.103, 0.059, 0.041, -0.082, 0.140, 0.064, -0.143, 0.041, 0.055, -0.113, -0.002, 0.044, -0.086, 0.036, 0.064, -0.092, 0.017, 0.022, -0.134, 0.029, 0.016, -0.061, 0.046, 0.141]}

=====

{"formula": "H16O8", "method": "wB97M-V/def2-TZVPD", "homo_ev": -11.11, "homo_lumo_gap_ev": 11.11, "smiles": "O.O.O.O.O.O.O.O", "charge": 0, "e_lumo_ev": 0.00, "e_above_lowest_kj_mol": 255.6, "elements": ["O", "H", "H", "O", "H", "H", "O", "H", "H", "O", "H", "H", "O", "H", "H", "O", "H", "H", "O", "H", "H", "O", "H", "H"], "xyz": [[20.491, 15.056, 19.433], [21.133, 15.275, 18.757], [20.312, 15.887, 19.871], [24.556, 15.307, 21.347], [25.436, 15.022, 21.099], [24.456, 16.164, 20.931], [19.744, 12.998, 22.984], [20.279, 13.430, 22.317], [18.858, 13.004, 22.622], [28.633, 14.334, 21.925], [29.454, 13.983, 22.269], [28.219, 14.757, 22.678], [30.072, 13.118, 18.440], [30.884, 13.615, 18.542], [29.635, 13.197, 19.288], [23.038, 16.062, 17.016], [23.270, 16.257, 16.108], [23.548, 16.685, 17.533], [23.334, 17.114, 25.032], [23.701, 16.734, 24.233], [22.519, 17.528, 24.748], [24.354, 18.764, 19.868], [25.194, 19.223, 19.872], [23.705, 19.453, 19.726]], "lowdin_charge": [-0.051, 0.008, 0.026, -0.047, 0.026, 0.008, -0.054, 0.021, 0.027, -0.054, 0.031, 0.032, -0.050, 0.028, 0.015, -0.043, 0.035, 0.022, -0.052, 0.019, 0.027, -0.045, 0.036, 0.035]}

=====

{"formula": "H16O8", "method": "wB97M-V/def2-TZVPD", "homo_ev": -10.96, "homo_lumo_gap_ev": 10.72, "smiles": "O.O.O.O.O.O.O.O", "charge": 0, "e_lumo_ev": -0.25, "e_above_lowest_kj_mol": 211.1, "elements": ["O", "H", "H", "O", "H", "H", "O", "H", "H", "O", "H", "H", "O", "H", "H", "O", "H", "H", "O", "H", "H", "O", "H", "H"], "xyz": [[2.298, -1.201, -1.565], [2.480, -0.468, -0.967], [2.084, -1.935, -0.977], [2.675, 1.906, -0.014], [2.227, 2.615, 0.467], [3.501, 2.296, -0.330], [-0.279, 0.320, 0.529], [0.558, 0.793, 0.509], [-0.536, 0.221, -0.408], [-1.716, 0.331, -1.870], [-2.014, 1.251, -1.831], [-1.510, 0.178, -2.803], [-1.717, 0.678, 3.102], [-1.269, 0.314, 2.322], [-2.088, -0.085, 3.557], [-4.347, -0.174, -0.473], [-3.515, 0.229, -0.756], [-4.253, -0.291, 0.479], [3.672, -0.421, 1.207], [3.250, 0.421, 0.939], [4.619, -0.263, 1.148], [-1.318, -2.550, -0.988], [-1.230, -1.616, -1.219], [-1.571, -2.547, -0.059]], "lowdin_charge": [-0.063, -0.018, 0.041, -0.042, 0.073, 0.075, -0.050, 0.021, 0.006, -0.049, 0.082, 0.091, -0.075, -0.013, 0.029, -0.055, -0.010, 0.035, -0.070, -0.015, 0.039, -0.052, -0.016, 0.036]}